*A*
ORCA calculation (ωB97M-V/def2-TZVPD) on a cluster of 2 separate species, H4NO2PS in total.

Atoms and positions in Å:
1 N -1.385 0.015 -0.614
2 O 0.980 1.345 1.213
3 O 0.177 -2.001 -1.144
4 P 2.312 0.972 1.666
5 S -1.192 -1.525 -1.380
6 H -0.698 0.288 0.002
7 H -1.536 0.693 -1.342
8 H 3.165 2.217 1.837
9 H -1.823 -2.004 -0.239

Computed properties:
- LUMO: -1.2 eV
- HOMO: -9.32 eV
- Molecular weight: 113.08 g/mol
- Kohn-Sham gap: 8.100 eV

Population analysis type natural (NBO), resulting atomic charges in e: number 1, N, carries -1.038; number 2, O, carries -0.984; number 3, O, carries -0.971; number 4, P, carries 1.178; number 5, S, carries 1.234; number 6, H, carries 0.401; number 7, H, carries 0.369; number 8, H, carries -0.192; number 9, H, carries 0.004

*B*
ORCA calculation (ωB97M-V/def2-TZVPD) on the molecule H4NO2PS.

Atoms and positions in Å:
1 O 1.849 -0.424 -0.533
2 P 0.495 0.524 -0.572
3 O 0.720 1.299 0.736
4 N -0.873 -0.606 -0.145
5 S -2.339 0.282 -0.230
6 H 1.993 -1.054 -1.286
7 H 1.221 1.004 1.527
8 H -0.886 -1.549 -0.494
9 H -2.181 0.524 0.997

Computed properties:
- LUMO: 0.6 eV
- HOMO: -8.56 eV
- Molecular weight: 113.08 g/mol
- SMILES: OP(O)NS
- Kohn-Sham gap: 9.185 eV

Population analysis type natural (NBO), resulting atomic charges in e: number 1, O, carries -1.025; number 2, P, carries 1.495; number 3, O, carries -1.027; number 4, N, carries -1.133; number 5, S, carries 0.181; number 6, H, carries 0.506; number 7, H, carries 0.518; number 8, H, carries 0.391; number 9, H, carries 0.093

*C*
ORCA calculation (ωB97M-V/def2-TZVPD) on a cluster of 2 separate species, H4NO2PS in total.

Atoms and positions in Å:
1 O -3.633 3.142 -1.505
2 S -3.268 2.056 -0.628
3 P -1.155 1.848 -0.151
4 O -2.110 0.913 -1.211
5 H -1.548 0.965 0.877
6 N 0.429 -0.178 0.080
7 H -0.419 -0.589 0.331
8 H 0.553 0.524 0.792
9 H 1.182 -0.868 0.122

Computed properties:
- LUMO: 0.3 eV
- HOMO: -9.06 eV
- Molecular weight: 113.08 g/mol
- SMILES: O=S1#[PH]O1.N
- Kohn-Sham gap: 9.367 eV

Population analysis type natural (NBO), resulting atomic charges in e: number 1, O, carries -0.896; number 2, S, carries 1.201; number 3, P, carries 0.688; number 4, O, carries -0.935; number 5, H, carries -0.101; number 6, N, carries -1.057; number 7, H, carries 0.363; number 8, H, carries 0.354; number 9, H, carries 0.383

Of them, *A* has the lowest stability.

*A*
ORCA calculation (ωB97M-V/def2-TZVPD) on a cluster of 15 separate species, C4H38N2O15 in total.

Atoms and positions in Å:
1 C 1.877 0.917 1.701
2 N 0.797 0.113 1.119
3 C 2.562 -1.729 0.967
4 C 1.110 -1.300 0.773
5 C 0.663 -1.416 -0.675
6 N 1.464 -0.929 -1.613
7 O -0.458 -1.896 -0.941
8 H 2.725 0.963 1.019
9 H 1.515 1.938 1.839
10 H 2.212 0.568 2.680
11 H 0.026 0.123 1.779
12 H 3.247 -1.108 0.391
13 H 2.681 -2.772 0.677
14 H 2.837 -1.669 2.020
15 H 0.487 -1.972 1.361
16 H 1.205 -0.849 -2.598
17 H 2.311 -0.429 -1.377
18 H 0.235 1.221 -0.190
19 H -0.396 1.937 -1.466
20 O -0.026 2.100 -0.560
21 H -4.110 -1.716 2.288
22 H -2.863 -2.178 1.444
23 O -3.268 -1.398 1.947
24 H 4.992 0.423 -1.112
25 H 3.858 0.899 -2.064
26 O 4.038 0.526 -1.173
27 H -1.922 1.382 2.482
28 H -2.379 -0.086 2.769
29 O -1.853 0.651 3.128
30 H -1.914 -2.107 3.045
31 H -0.509 -1.970 3.652
32 O -1.107 -2.611 3.200
33 H 3.002 2.474 -0.589
34 H 1.539 2.852 -0.898
35 O 2.473 3.100 -1.102
36 H 2.831 2.513 -2.645
37 H 3.679 2.515 -3.947
38 O 3.160 1.929 -3.385
39 H -3.610 -0.263 0.565
40 H -3.303 1.227 0.251
41 O -3.726 0.427 -0.119
42 H -1.552 2.034 -3.607
43 H -1.620 0.658 -2.842
44 O -1.022 1.468 -3.037
45 H 1.902 0.790 -4.050
46 H 0.369 0.685 -3.931
47 O 1.156 0.190 -4.233
48 H -1.359 2.369 0.456
49 H -2.388 3.351 1.093
50 O -2.173 2.416 1.019
51 H -0.484 0.064 3.950
52 H 0.003 -0.400 5.359
53 O 0.199 -0.440 4.420
54 H -2.919 -0.208 -1.543
55 H -1.685 -1.092 -1.935
56 O -2.397 -0.532 -2.315
57 H -1.407 -3.559 1.489
58 H -1.457 -2.873 0.112
59 O -2.022 -3.348 0.772

Computed properties:
- LUMO: 0.2 eV
- HOMO: -9.65 eV
- Molecular weight: 354.35 g/mol
- Kohn-Sham gap: 9.844 eV

Population analysis type natural (NBO), resulting atomic charges in e: number 1, C, carries -0.431; number 2, N, carries -0.666; number 3, C, carries -0.634; number 4, C, carries -0.148; number 5, C, carries 0.710; number 6, N, carries -0.815; number 7, O, carries -0.736; number 8, H, carries 0.197; number 9, H, carries 0.209; number 10, H, carries 0.201; number 11, H, carries 0.392; number 12, H, carries 0.221; number 13, H, carries 0.228; number 14, H, carries 0.223; number 15, H, carries 0.229; number 16, H, carries 0.446; number 17, H, carries 0.416; number 18, H, carries 0.510; number 19, H, carries 0.523; number 20, O, carries -1.041; number 21, H, carries 0.494; number 22, H, carries 0.519; number 23, O, carries -1.027; number 24, H, carries 0.488; number 25, H, carries 0.510; number 26, O, carries -1.004; number 27, H, carries 0.512; number 28, H, carries 0.503; number 29, O, carries -1.019; number 30, H, carries 0.476; number 31, H, carries 0.503; number 32, O, carries -1.009; number 33, H, carries 0.487; number 34, H, carries 0.512; number 35, O, carries -0.983; number 36, H, carries 0.516; number 37, H, carries 0.490; number 38, O, carries -1.010; number 39, H, carries 0.496; number 40, H, carries 0.500; number 41, O, carries -1.003; number 42, H, carries 0.485; number 43, H, carries 0.511; number 44, O, carries -1.030; number 45, H, carries 0.491; number 46, H, carries 0.496; number 47, O, carries -1.003; number 48, H, carries 0.518; number 49, H, carries 0.490; number 50, O, carries -1.007; number 51, H, carries 0.505; number 52, H, carries 0.481; number 53, O, carries -0.994; number 54, H, carries 0.513; number 55, H, carries 0.506; number 56, O, carries -0.988; number 57, H, carries 0.503; number 58, H, carries 0.514; number 59, O, carries -0.978

*B*
ORCA calculation (ωB97M-V/def2-TZVPD) on a cluster of 15 separate species, C4H38N2O15 in total.

Atoms and positions in Å:
1 O -0.237 -0.343 -4.022
2 C 0.497 0.589 -3.847
3 N 0.647 1.301 -2.682
4 C 0.062 0.999 -1.401
5 C 0.764 -0.122 -0.527
6 C 2.184 0.237 -0.080
7 N 2.143 0.968 1.278
8 H 0.809 1.095 -4.785
9 H 1.416 2.097 -2.720
10 H -0.179 1.937 -0.787
11 H -1.039 0.652 -1.555
12 H 0.770 -1.041 -1.196
13 H 0.058 -0.448 0.342
14 H 2.763 0.611 -0.927
15 H 2.680 -0.682 0.105
16 H 2.994 1.420 1.446
17 H 1.455 1.509 1.611
18 H -1.515 -1.086 -2.267
19 H -1.248 -2.141 -1.139
20 O -1.673 -1.270 -1.233
21 H -1.744 3.469 0.305
22 H -2.477 2.290 0.859
23 O -2.083 3.158 1.085
24 H -2.279 0.169 -0.456
25 H -3.719 0.654 -0.937
26 O -2.937 0.861 -0.441
27 H 2.963 -3.011 -2.719
28 H 4.031 -2.005 -2.298
29 O 3.104 -2.115 -2.431
30 H -1.019 -4.750 -0.279
31 H -0.372 -3.492 0.457
32 O -0.829 -3.812 -0.307
33 H -2.810 -2.594 0.535
34 H -2.970 -4.067 1.014
35 O -3.295 -3.088 1.079
36 H 0.896 -1.031 3.282
37 H 2.242 -0.528 2.589
38 O 1.859 -1.286 3.102
39 H -0.495 -3.876 -2.940
40 H -0.687 -2.644 -3.803
41 O -0.480 -3.456 -3.774
42 H -0.802 3.395 2.183
43 H -0.252 2.163 2.710
44 O 0.065 3.117 2.662
45 H 2.196 3.864 1.408
46 H 0.746 4.332 1.476
47 O 1.648 4.656 1.245
48 H 1.121 -2.431 2.157
49 H 1.311 -2.650 0.630
50 O 1.005 -3.136 1.370
51 H -1.256 0.116 3.255
52 H -0.528 -0.056 4.666
53 O -0.397 0.038 3.757
54 H -2.915 -0.966 2.313
55 H -2.914 0.404 1.823
56 O -2.782 -0.062 2.606
57 H 1.384 4.401 -1.841
58 H 1.007 4.000 -0.527
59 O 1.112 3.690 -1.428

Computed properties:
- LUMO: 0.1 eV
- HOMO: -9.73 eV
- Molecular weight: 354.35 g/mol
- Kohn-Sham gap: 9.833 eV

Population analysis type natural (NBO), resulting atomic charges in e: number 1, O, carries -0.664; number 2, C, carries 0.544; number 3, N, carries -0.637; number 4, C, carries -0.249; number 5, C, carries -0.433; number 6, C, carries -0.231; number 7, N, carries -0.879; number 8, H, carries 0.125; number 9, H, carries 0.431; number 10, H, carries 0.211; number 11, H, carries 0.220; number 12, H, carries 0.227; number 13, H, carries 0.209; number 14, H, carries 0.197; number 15, H, carries 0.190; number 16, H, carries 0.360; number 17, H, carries 0.375; number 18, H, carries 0.515; number 19, H, carries 0.515; number 20, O, carries -1.027; number 21, H, carries 0.475; number 22, H, carries 0.507; number 23, O, carries -0.954; number 24, H, carries 0.512; number 25, H, carries 0.498; number 26, O, carries -1.010; number 27, H, carries 0.479; number 28, H, carries 0.469; number 29, O, carries -0.945; number 30, H, carries 0.486; number 31, H, carries 0.510; number 32, O, carries -1.021; number 33, H, carries 0.466; number 34, H, carries 0.485; number 35, O, carries -0.951; number 36, H, carries 0.501; number 37, H, carries 0.506; number 38, O, carries -1.004; number 39, H, carries 0.474; number 40, H, carries 0.462; number 41, O, carries -0.934; number 42, H, carries 0.495; number 43, H, carries 0.481; number 44, O, carries -1.000; number 45, H, carries 0.475; number 46, H, carries 0.487; number 47, O, carries -0.957; number 48, H, carries 0.512; number 49, H, carries 0.464; number 50, O, carries -0.996; number 51, H, carries 0.508; number 52, H, carries 0.485; number 53, O, carries -1.001; number 54, H, carries 0.500; number 55, H, carries 0.480; number 56, O, carries -0.937; number 57, H, carries 0.460; number 58, H, carries 0.492; number 59, O, carries -0.958

Of them, *B* has the lowest stability.